{"formula": "C40H77ClI2NO18", "method": "ωB97M-V/def2-TZVPD", "max_force_ha_per_bohr": 0.01522, "homo_lumo_gap_ev": 6.96, "total_charge": -1, "energy_ev": -109800.7984, "lumo_ev": 1.5968, "species": ["C", "C", "C", "Cl", "C", "N", "C", "I", "C", "C", "I", "C", "O", "O", "H", "H", "H", "H", "H", "H", "H", "H", "H", "H", "H", "H", "H", "O", "C", "O", "C", "C", "C", "H", "H", "H", "H", "H", "H", "H", "H", "O", "C", "O", "C", "C", "C", "H", "H", "H", "H", "H", "H", "H", "H", "O", "C", "O", "C", "C", "C", "H", "H", "H", "H", "H", "H", "H", "H", "O", "C", "O", "C", "C", "C", "H", "H", "H", "H", "H", "H", "H", "H", "O", "C", "O", "C", "C", "C", "H", "H", "H", "H", "H", "H", "H", "H", "O", "C", "O", "C", "C", "C", "H", "H", "H", "H", "H", "H", "H", "H", "O", "C", "O", "C", "C", "C", "H", "H", "H", "H", "H", "H", "H", "H", "O", "C", "O", "C", "C", "C", "H", "H", "H", "H", "H", "H", "H", "H"], "positions_angstrom": [[-3.264, -2.957, -8.151], [-3.733, -2.572, -6.730], [-2.850, -3.143, -5.621], [-3.360, -4.858, -5.356], [-2.889, -2.301, -4.323], [-1.596, -2.288, -3.663], [-1.066, -0.983, -3.395], [-0.635, -0.767, -1.271], [0.159, -0.613, -4.244], [-0.162, -0.739, -5.742], [1.923, -1.728, -3.764], [-4.027, -2.722, -3.354], [-5.180, -2.753, -3.850], [-3.700, -2.920, -2.171], [-3.940, -3.695, -8.587], [-2.258, -3.376, -8.171], [-3.321, -2.089, -8.809], [-4.740, -2.956, -6.577], [-3.802, -1.486, -6.656], [-1.817, -3.218, -5.951], [-3.175, -1.296, -4.645], [-1.650, -2.847, -2.820], [-1.798, -0.190, -3.577], [0.393, 0.429, -4.031], [0.271, -1.626, -6.196], [-1.239, -0.757, -5.911], [0.244, 0.132, -6.259], [5.624, -2.858, -2.723], [5.360, -3.153, -1.587], [4.172, -2.785, -1.080], [3.678, -3.245, 0.181], [4.183, -2.386, 1.319], [6.355, -3.865, -0.698], [3.901, -4.304, 0.322], [2.595, -3.158, 0.108], [5.268, -2.428, 1.412], [3.747, -2.709, 2.265], [3.909, -1.345, 1.143], [7.021, -3.123, -0.256], [6.942, -4.538, -1.318], [5.906, -4.454, 0.097], [0.444, 3.345, 1.876], [-0.699, 3.590, 1.588], [-1.516, 2.578, 1.258], [-2.922, 2.716, 1.038], [-3.220, 3.129, -0.384], [-1.225, 5.006, 1.516], [-3.372, 3.390, 1.771], [-3.336, 1.725, 1.219], [-2.806, 4.115, -0.598], [-4.295, 3.151, -0.555], [-2.778, 2.422, -1.085], [-0.989, 5.419, 0.536], [-0.710, 5.591, 2.276], [-2.286, 5.104, 1.695], [-4.904, 1.917, -2.329], [-5.756, 1.062, -2.344], [-6.312, 0.698, -1.175], [-7.406, -0.226, -1.095], [-6.925, -1.664, -1.093], [-6.147, 0.342, -3.607], [-8.131, -0.033, -1.888], [-7.902, 0.011, -0.153], [-6.403, -1.931, -2.015], [-7.771, -2.342, -0.969], [-6.224, -1.823, -0.274], [-5.466, -0.498, -3.770], [-6.056, 1.046, -4.433], [-7.162, -0.043, -3.609], [5.433, -9.434, -1.462], [5.035, -8.780, -2.387], [5.574, -7.567, -2.605], [5.302, -6.790, -3.780], [4.038, -5.971, -3.648], [3.896, -9.255, -3.261], [5.289, -7.428, -4.666], [6.161, -6.129, -3.882], [3.155, -6.599, -3.528], [3.898, -5.344, -4.528], [4.098, -5.324, -2.773], [2.956, -8.991, -2.780], [3.959, -10.338, -3.337], [3.905, -8.848, -4.269], [6.771, -2.972, 3.754], [7.089, -1.813, 3.755], [8.247, -1.450, 3.171], [8.611, -0.083, 2.949], [9.254, 0.551, 4.166], [6.255, -0.773, 4.463], [7.749, 0.490, 2.601], [9.318, -0.117, 2.121], [8.571, 0.590, 5.011], [9.569, 1.570, 3.936], [10.130, -0.027, 4.468], [6.526, -0.760, 5.517], [5.211, -1.062, 4.367], [6.358, 0.232, 4.063], [-3.950, 6.289, 0.812], [-4.267, 6.881, -0.184], [-3.780, 8.125, -0.371], [-3.944, 8.849, -1.592], [-5.264, 9.591, -1.640], [-5.247, 6.308, -1.180], [-3.810, 8.191, -2.452], [-3.119, 9.560, -1.609], [-6.111, 8.906, -1.610], [-5.334, 10.183, -2.553], [-5.350, 10.258, -0.782], [-6.257, 6.522, -0.833], [-5.110, 5.231, -1.214], [-5.129, 6.687, -2.192], [7.344, 1.723, 6.240], [6.534, 2.512, 6.650], [5.435, 2.042, 7.261], [4.482, 2.882, 7.922], [3.448, 3.431, 6.961], [6.683, 3.996, 6.413], [4.988, 3.670, 8.482], [4.002, 2.235, 8.654], [3.901, 4.071, 6.203], [2.702, 4.014, 7.501], [2.947, 2.615, 6.441], [6.292, 4.230, 5.424], [7.742, 4.237, 6.438], [6.182, 4.619, 7.150], [-7.328, 0.664, 6.140], [-6.202, 0.681, 5.719], [-6.001, 0.611, 4.393], [-4.714, 0.803, 3.790], [-3.902, -0.474, 3.764], [-5.011, 0.704, 6.652], [-4.181, 1.625, 4.271], [-4.924, 1.116, 2.769], [-3.683, -0.833, 4.771], [-2.957, -0.313, 3.244], [-4.454, -1.259, 3.248], [-4.792, -0.318, 6.959], [-5.283, 1.284, 7.530], [-4.115, 1.146, 6.224]], "forces_ev_per_a": [[-0.6, 0.0, 0.1], [0.1, -0.4, -0.5], [-0.5, 0.5, 0.1], [0.3, -0.1, 0.0], [-0.2, -0.7, -0.1], [0.3, 0.4, -0.3], [0.4, -0.4, 0.1], [-0.1, 0.3, 0.0], [-0.4, 0.1, 0.0], [0.1, 0.2, 0.0], [0.1, 0.1, 0.0], [-0.6, 0.0, 0.5], [0.2, 0.2, -0.2], [0.2, -0.1, -0.1], [0.1, -0.1, 0.0], [0.1, 0.1, 0.0], [0.2, 0.0, 0.0], [-0.1, 0.2, 0.2], [0.2, 0.0, 0.2], [0.1, 0.1, 0.1], [0.2, 0.1, 0.1], [-0.3, 0.0, 0.0], [-0.1, 0.0, 0.0], [0.2, -0.1, 0.2], [-0.1, -0.1, 0.1], [0.0, 0.0, 0.0], [0.0, -0.1, -0.1], [-0.1, 0.0, 0.0], [0.2, 0.0, 0.2], [-0.1, -0.1, -0.3], [-0.1, 0.0, 0.2], [0.1, 0.2, 0.0], [-0.1, -0.3, -0.1], [0.1, 0.0, 0.0], [0.0, 0.0, -0.1], [0.0, -0.1, 0.0], [0.0, 0.0, 0.0], [-0.1, 0.0, 0.0], [0.0, 0.0, 0.0], [0.1, 0.1, -0.1], [0.0, 0.1, 0.1], [0.0, 0.0, 0.1], [-0.1, 0.2, -0.3], [0.3, -0.3, 0.4], [-0.2, 0.1, -0.3], [0.2, 0.2, 0.1], [0.1, -0.1, 0.5], [0.1, 0.1, 0.0], [0.1, -0.1, 0.0], [0.0, 0.1, 0.1], [0.2, -0.1, 0.0], [-0.1, 0.0, 0.1], [0.0, 0.0, 0.0], [0.2, 0.0, -0.1], [-0.1, 0.0, -0.2], [-0.3, 0.0, -0.2], [0.1, -0.4, -0.2], [-0.1, 0.4, 0.1], [-0.1, -0.4, 0.1], [0.1, 0.1, -0.1], [-0.2, 0.3, -0.1], [0.1, 0.0, 0.0], [0.1, 0.1, 0.0], [0.0, -0.1, 0.0], [0.0, 0.0, 0.0], [0.0, 0.0, 0.0], [-0.1, -0.1, 0.1], [0.2, 0.0, 0.0], [0.1, -0.1, 0.1], [0.0, 0.0, 0.0], [-0.2, 0.0, 0.0], [0.2, 0.0, 0.0], [-0.1, 0.2, -0.1], [-0.1, -0.1, 0.1], [0.2, -0.1, -0.3], [0.0, 0.0, 0.0], [0.0, 0.0, 0.1], [0.0, 0.0, -0.1], [0.0, 0.0, 0.0], [0.0, 0.1, -0.1], [0.0, 0.0, 0.0], [0.0, 0.0, 0.2], [-0.1, 0.1, 0.1], [0.2, -0.1, -0.1], [-0.2, 0.1, 0.4], [0.1, -0.2, -0.2], [0.1, 0.2, 0.0], [0.0, -0.3, 0.1], [-0.2, 0.1, -0.4], [0.0, 0.0, 0.0], [0.0, -0.1, 0.0], [0.1, 0.0, -0.2], [0.0, 0.0, 0.0], [0.0, 0.0, -0.1], [0.0, 0.1, 0.0], [0.0, -0.1, 0.1], [0.1, 0.0, 0.1], [-0.1, 0.2, -0.1], [-0.2, -0.1, 0.1], [0.2, 0.1, 0.0], [-0.1, 0.1, -0.1], [-0.1, -0.1, 0.1], [0.2, -0.1, -0.2], [0.0, 0.0, 0.0], [0.0, 0.0, 0.1], [0.0, 0.0, -0.1], [0.0, 0.0, 0.0], [0.0, 0.0, 0.0], [0.0, 0.0, 0.0], [0.0, -0.1, 0.1], [-0.1, 0.1, 0.0], [-0.2, 0.2, 0.3], [-0.1, 0.1, -0.2], [0.1, -0.2, 0.2], [-0.2, 0.1, 0.0], [0.1, 0.0, -0.1], [0.1, 0.1, 0.3], [0.0, 0.0, 0.0], [0.1, -0.1, 0.0], [0.0, 0.0, 0.0], [0.0, 0.0, 0.0], [0.0, 0.0, 0.0], [0.0, 0.0, 0.0], [0.0, -0.1, -0.1], [-0.1, 0.0, -0.1], [0.0, 0.0, 0.0], [0.1, -0.2, 0.1], [-0.1, 0.2, 0.0], [0.2, -0.1, -0.1], [-0.1, -0.1, 0.1], [0.1, 0.3, 0.0], [0.0, 0.0, 0.0], [-0.2, 0.0, 0.0], [0.1, 0.0, 0.0], [0.0, 0.0, 0.0], [0.0, 0.0, -0.1], [0.0, 0.0, 0.0], [-0.1, -0.1, 0.0], [0.0, -0.1, 0.0]], "lowdin_charge": [-0.110, -0.288, -0.612, 0.632, -0.302, -0.054, -0.817, 0.770, -0.835, -0.164, 0.813, -0.719, -0.078, -0.038, 0.061, 0.064, 0.059, 0.091, 0.100, 0.077, 0.124, 0.067, 0.080, 0.054, 0.045, 0.063, 0.071, 0.077, -0.550, -0.046, -0.226, -0.060, 0.022, 0.116, 0.123, 0.056, 0.086, 0.088, 0.094, 0.086, 0.075, 0.084, -0.530, -0.011, -0.222, -0.067, 0.008, 0.114, 0.110, 0.067, 0.060, 0.073, 0.097, 0.088, 0.038, 0.065, -0.504, 0.000, -0.236, -0.052, 0.026, 0.105, 0.115, 0.050, 0.081, 0.083, 0.072, 0.088, 0.075, 0.099, -0.533, -0.004, -0.229, -0.049, 0.010, 0.111, 0.121, 0.074, 0.090, 0.068, 0.097, 0.088, 0.068, 0.092, -0.534, -0.003, -0.233, -0.066, 0.015, 0.114, 0.119, 0.033, 0.083, 0.083, 0.094, 0.089, 0.067, 0.094, -0.506, 0.000, -0.239, -0.066, 0.028, 0.113, 0.121, 0.067, 0.080, 0.082, 0.099, 0.076, 0.073, 0.082, -0.506, 0.008, -0.233, -0.059, 0.019, 0.111, 0.123, 0.070, 0.082, 0.088, 0.099, 0.091, 0.070, 0.098, -0.533, 0.005, -0.236, -0.052, 0.008, 0.112, 0.111, 0.067, 0.084, 0.088, 0.094, 0.087, 0.067]}